[1]
Computed, not measured: C19H17B4Cl33O5 as an isolated structure, with ωB97M-V/def2-TZVPD.

Positions of all 78 atoms, in Å:
C 1.0774 -1.4865 -2.9779
B 1.5292 -0.0392 -2.5886
O 0.7486 1.0311 -2.9834
B 2.9315 0.2480 -1.6255
O 3.3486 -0.7360 -0.7386
B 3.5795 -0.1261 0.4884
C 2.6626 -0.3959 1.7346
O 2.1007 -1.6958 1.6610
C 0.7536 -1.8200 1.8355
C 0.0908 -2.7028 0.9919
C -1.2773 -2.8502 1.1124
C -2.0057 -2.1408 2.0527
C -1.3314 -1.2854 2.9105
C 0.0409 -1.1311 2.8031
O 4.5921 0.8247 0.5009
B 4.2314 1.8275 -0.4036
C 4.4326 3.3398 -0.0243
C 3.3084 4.2279 -0.5676
C 3.5263 4.6286 -2.0191
Cl 3.2972 5.7546 0.4203
O 3.6435 1.4587 -1.6104
H -0.0125 -1.5110 -3.0265
H 1.4068 -2.1844 -2.2049
H 1.5197 -1.7695 -3.9357
H 1.2664 1.7188 -3.4153
H 1.8965 0.3944 1.7209
H 3.2294 -0.2332 2.6575
H 0.6454 -3.2628 0.2488
H -1.7948 -3.5177 0.4337
H -3.0815 -2.2334 2.1288
H -1.8519 -0.7074 3.6644
H 0.5689 -0.4571 3.4673
H 5.3788 3.6623 -0.4756
H 4.5122 3.4418 1.0561
H 2.3286 3.7856 -0.4002
H 2.5720 4.9796 -2.4195
H 4.2177 5.4669 -2.0733
H 3.8579 3.7961 -2.6373
C 5.1921 6.7365 -5.4495
Cl 5.8851 8.1124 -4.5900
Cl 5.9411 5.2450 -4.8698
Cl 3.4503 6.6779 -5.1568
Cl 5.4910 6.9079 -7.1807
C -5.9443 -2.7876 4.5546
Cl -4.3706 -2.2301 3.9639
Cl -6.5264 -1.6782 5.8000
Cl -7.0730 -2.7968 3.2000
Cl -5.7937 -4.4092 5.2293
C 5.1362 -4.1384 0.9306
Cl 6.3213 -4.8996 1.9928
Cl 5.4161 -4.6528 -0.7344
Cl 3.5056 -4.5877 1.4265
Cl 5.2919 -2.3783 1.0337
C -8.2817 0.5927 0.8460
Cl -8.6672 1.8034 2.0703
Cl -9.5490 -0.6347 0.8046
Cl -8.1532 1.3764 -0.7327
Cl -6.7328 -0.1521 1.2388
C 0.7574 -7.5630 2.9219
Cl 2.3853 -7.9331 3.4960
Cl 0.3116 -8.6934 1.6411
Cl -0.3877 -7.7029 4.2576
Cl 0.7224 -5.9147 2.2890
C -4.2694 3.8041 -1.6786
Cl -4.6075 5.5367 -1.6037
Cl -3.6805 3.3877 -3.2917
Cl -3.0484 3.3824 -0.4779
Cl -5.7493 2.8995 -1.3304
C -3.6520 3.2420 3.5597
Cl -3.0941 4.6107 2.5930
Cl -4.7506 2.2421 2.6066
Cl -2.2602 2.2715 4.0578
Cl -4.4966 3.8376 4.9922
C -2.5327 -3.5615 -4.8356
Cl -4.2829 -3.6987 -5.0240
Cl -2.0560 -4.2213 -3.2662
Cl -1.7292 -4.4674 -6.1208
Cl -2.0587 -1.8654 -4.9244

HOMO level: -8.866 eV
Orbital gap: 8.85 eV
Calculated total energy: -16396.33268 a.u.


[2]
Computed, not measured: a 2-piece molecular cluster, C19H17Br2N2O2 overall, with ωB97M-V/def2-TZVPD.

Positions of all 42 atoms, in Å:
C 1.5538 0.8326 3.6827
C 1.3390 0.1416 2.3593
O 1.4056 -1.2925 2.6090
C 1.1787 -2.0323 1.4927
C 1.4704 -3.4423 1.7238
N 1.2414 -4.2419 0.6722
N 1.1753 -5.0673 -0.1267
O 0.7834 -1.5602 0.4360
H 1.4791 1.9112 3.5352
H 0.7972 0.5326 4.4156
H 2.5472 0.6128 4.0898
H 0.3599 0.3910 1.9323
H 2.1295 0.4136 1.6459
H 2.3154 -3.6558 2.3859
Br -1.2599 -9.7282 -0.0673
C -0.6037 -8.3729 1.0694
C -1.2981 -7.1541 1.1772
C -0.7729 -6.1211 1.9376
C 0.4198 -6.2937 2.6915
C 0.9126 -5.2339 3.5229
C 1.9713 -5.3907 4.4258
C 2.2851 -4.4483 5.3968
C 3.2860 -4.6164 6.4047
C 3.4957 -3.6009 7.3788
C 4.5234 -3.6920 8.3102
C 5.3722 -4.8139 8.3152
Br 6.8132 -4.9010 9.5314
C 5.1449 -5.8616 7.4070
C 4.1121 -5.7741 6.4744
C 1.0796 -7.5501 2.6090
C 0.5682 -8.5777 1.8158
H -2.2265 -7.0115 0.6342
H -1.3006 -5.1677 2.0043
H 0.3092 -4.3227 3.6021
H 2.6041 -6.2780 4.3536
H 1.7193 -3.5153 5.4120
H 2.8364 -2.7323 7.3744
H 4.6824 -2.8969 9.0307
H 5.7874 -6.7357 7.4347
H 3.9500 -6.6021 5.7843
H 2.0083 -7.7219 3.1576
H 1.0773 -9.5349 1.7595

HOMO level: -11.831 eV
Charge: +1
Orbital gap: 6.10 eV
Calculated total energy: -6141.90564 a.u.